This record from the OMol25 dataset describes C30H44Br2N2OsP2 as an isolated structure in a non-equilibrium geometry. The level of theory is wB97M-V/def2-TZVPD.

Summary:
⟨S²⟩: 6.0613
Kohn-Sham gap (alpha / beta) in eV: 6.4 / 4.8

```
! RIJCOSX wB97M-V def2-TZVPD def2/J DEFGRID3
* xyz 4 5
N -6.047 4.293 -4.388
C -5.984 4.657 -3.103
C -5.317 3.897 -2.131
C -4.618 2.726 -2.522
C -4.695 2.354 -3.892
C -5.427 3.174 -4.770
C -3.778 2.039 -1.531
Os -0.932 0.456 0.347
P 4.794 -0.966 0.560
C -2.623 1.357 -1.815
C -1.422 1.688 -1.085
C -0.146 1.078 -1.439
C 1.030 1.941 -1.362
C 1.038 3.000 -0.454
C -0.111 3.228 0.354
C -1.352 2.521 0.091
Br 2.638 3.924 -0.169
H -4.067 2.191 -0.482
H -2.511 0.730 -2.711
H -5.259 4.257 -1.099
H -4.178 1.481 -4.285
H -6.489 5.583 -2.813
H -5.521 2.913 -5.828
H -0.177 0.326 -2.222
H -2.305 2.929 0.444
H 1.899 1.682 -1.959
H -0.095 3.949 1.172
P -0.878 -1.706 -0.125
C 4.950 0.849 0.612
C 6.335 1.318 0.155
H 4.782 1.147 1.659
H 4.147 1.285 -0.001
H 6.434 2.400 0.298
H 7.130 0.836 0.735
H 6.516 1.105 -0.905
C 4.114 -1.351 -1.090
C 5.074 -2.224 -1.914
H 3.928 -0.391 -1.597
H 3.153 -1.865 -0.946
H 4.729 -2.305 -2.951
H 6.090 -1.814 -1.932
H 5.135 -3.240 -1.506
C 3.622 -1.383 1.879
C 4.376 -1.940 3.096
H 2.913 -2.121 1.481
H 3.071 -0.467 2.137
H 3.739 -2.614 3.674
H 5.263 -2.503 2.787
H 4.706 -1.144 3.767
C -0.364 -2.779 1.278
C -1.097 -4.105 1.491
H -0.448 -2.162 2.183
H 0.709 -2.963 1.133
H -2.118 -3.962 1.867
H -1.144 -4.716 0.581
H -0.555 -4.689 2.249
C 0.404 -2.153 -1.393
C -0.076 -2.388 -2.828
H 0.961 -3.024 -1.003
H 1.096 -1.293 -1.374
H -0.740 -3.263 -2.896
H -0.590 -1.507 -3.239
H 0.806 -2.580 -3.461
C -2.489 -2.348 -0.724
C -3.570 -1.542 -0.009
H -2.571 -3.425 -0.536
H -2.545 -2.224 -1.817
H -4.376 -1.272 -0.705
H -3.988 -2.094 0.844
H -3.155 -0.590 0.382
Br -2.411 -1.822 5.673
C -1.699 -0.374 4.675
C -1.128 0.719 5.316
C -0.434 1.641 4.531
C -0.289 1.412 3.161
N -1.007 0.465 2.541
C -1.734 -0.425 3.275
H -1.211 0.824 6.378
H -0.006 2.546 4.928
H 0.383 2.013 2.541
H -2.289 -1.204 2.734
*
```



This record from the OMol25 dataset describes C30H44Br48FN3OP as an isolated structure in a non-equilibrium geometry. The level of theory is wB97M-V/def2-TZVPD.

Summary:
Kohn-Sham gap in eV: 8.4

```
! RIJCOSX wB97M-V def2-TZVPD def2/J DEFGRID3
* xyz 1 1
C 3.751 -4.964 0.742
C 4.975 -4.033 0.644
C 5.534 -3.835 -0.758
N 5.044 -2.621 -1.462
N 3.750 -2.212 -1.105
C 3.601 -1.121 -0.301
C 2.267 -0.960 -0.122
P 1.652 0.392 0.911
C 0.538 -0.283 2.196
C 0.700 1.544 -0.157
N 1.634 -1.957 -0.856
C 0.172 -2.152 -0.868
C -0.621 -1.680 -2.089
C -1.974 -2.391 -2.010
O -2.462 -2.251 -0.690
C -3.149 -3.376 -0.167
C 2.556 -2.711 -1.474
C 2.465 -3.890 -2.386
C 1.190 -4.694 -2.359
F 1.050 -5.397 -1.185
H 3.823 -5.488 1.693
H 3.775 -5.729 -0.031
H 2.809 -4.423 0.766
H 5.763 -4.532 1.204
H 4.789 -3.097 1.163
H 6.608 -3.694 -0.652
H 5.420 -4.746 -1.347
H 5.055 -2.796 -2.463
H 4.430 -0.560 0.083
H 0.675 0.341 3.075
H -0.512 -0.229 1.912
H 0.813 -1.298 2.462
H -0.132 1.974 0.390
H 1.384 2.309 -0.514
H 0.343 1.020 -1.041
H -0.190 -1.592 -0.012
H -0.073 -3.188 -0.656
H -0.754 -0.594 -2.122
H -0.148 -2.027 -3.007
H -2.674 -1.905 -2.692
H -1.828 -3.432 -2.309
H -2.615 -3.713 0.723
H -3.192 -4.223 -0.850
H -4.156 -3.127 0.161
H 2.651 -3.532 -3.400
H 3.284 -4.559 -2.128
H 0.310 -4.091 -2.560
H 1.234 -5.411 -3.179
C -3.212 -3.470 4.002
Br -2.380 -1.960 3.150
Br -5.064 -3.610 3.518
Br -2.258 -5.102 3.655
H -3.171 -3.297 5.067
C 3.093 -2.079 5.339
Br 3.367 -2.240 3.436
Br 1.927 -0.618 5.787
Br 2.471 -3.731 6.093
H 4.058 -1.866 5.777
C 2.622 -0.009 -4.923
Br 1.278 -0.628 -6.150
Br 2.764 1.902 -4.898
Br 2.345 -0.721 -3.151
H 3.570 -0.393 -5.267
C -1.794 2.567 -2.935
Br -1.704 2.207 -4.816
Br -2.841 4.134 -2.578
Br -2.419 1.022 -1.961
H -0.787 2.768 -2.596
C -7.139 -0.544 2.187
Br -5.808 -0.646 0.796
Br -6.459 0.330 3.758
Br -8.760 0.277 1.564
H -7.386 -1.558 2.467
C -7.965 1.905 7.774
Br -6.289 0.970 7.623
Br -7.716 3.811 7.682
Br -9.247 1.296 6.481
H -8.367 1.682 8.751
C -0.844 2.708 6.249
Br -0.563 2.644 4.345
Br -2.041 4.126 6.736
Br -1.433 1.013 6.944
H 0.113 2.925 6.702
C -6.688 5.857 -2.142
Br -6.555 5.465 -4.020
Br -7.784 7.404 -1.817
Br -7.286 4.330 -1.139
H -5.692 6.091 -1.796
C -5.253 2.265 -7.147
Br -6.831 1.913 -8.182
Br -4.840 4.143 -7.087
Br -5.379 1.518 -5.380
H -4.429 1.774 -7.644
C 6.446 0.631 -6.511
Br 5.115 -0.007 -7.747
Br 6.521 2.542 -6.447
Br 6.180 -0.107 -4.747
H 7.405 0.278 -6.860
C 4.462 -7.409 -3.258
Br 5.319 -5.879 -4.072
Br 2.657 -7.613 -3.892
Br 5.489 -9.004 -3.514
H 4.411 -7.225 -2.194
C 8.792 4.874 -3.983
Br 8.226 6.080 -5.369
Br 7.349 4.445 -2.783
Br 9.589 3.287 -4.715
H 9.551 5.379 -3.404
C -10.223 5.442 10.246
Br -11.802 4.973 9.254
Br -9.934 7.342 10.264
Br -10.258 4.709 12.024
H -9.381 4.998 9.737
C 5.262 1.598 3.935
Br 6.403 0.053 4.131
Br 3.764 1.164 2.770
Br 4.719 2.311 5.636
H 5.838 2.365 3.438
C -9.635 10.723 -3.883
Br -11.129 10.272 -5.002
Br -9.299 12.615 -3.866
Br -9.852 10.027 -2.101
H -8.762 10.246 -4.305
C 9.192 -0.946 1.284
Br 10.304 0.525 0.752
Br 7.415 -0.781 0.563
Br 9.975 -2.641 0.832
H 9.102 -0.909 2.360
*
```



This record from the OMol25 dataset describes a 7-piece molecular cluster, C30H44BrO18 overall in a non-equilibrium geometry. The level of theory is wB97M-V/def2-TZVPD.

Summary:
Kohn-Sham gap in eV: 3.8

```
! RIJCOSX wB97M-V def2-TZVPD def2/J DEFGRID3
* xyz -1 1
C -3.938 2.413 -0.420
C -3.360 1.330 -0.392
C -2.423 0.117 -0.578
C -3.212 -1.087 -1.258
C -2.440 -1.489 -2.602
C -2.698 -0.415 -3.745
Br -1.146 -0.339 -5.009
H -4.225 3.464 -0.624
H -2.096 -0.169 0.472
H -4.265 -0.770 -1.526
H -3.202 -2.024 -0.627
H -2.685 -2.537 -2.942
H -1.335 -1.421 -2.366
H -3.625 -0.701 -4.304
H -2.800 0.586 -3.241
C -7.788 5.452 1.641
C -7.678 4.869 0.246
C -9.005 4.538 -0.384
O -8.665 3.483 -1.276
C -7.562 2.862 -0.754
O -7.126 1.828 -1.136
O -7.030 3.598 0.265
H -6.892 6.031 1.876
H -8.646 6.122 1.732
H -7.861 4.668 2.397
H -7.094 5.536 -0.397
H -9.427 5.384 -0.928
H -9.745 4.168 0.333
C 1.882 -5.094 -1.565
C 0.642 -4.262 -1.304
C 0.408 -3.953 0.149
O -1.005 -3.797 0.204
C -1.527 -4.549 -0.803
O -2.683 -4.801 -0.928
O -0.548 -4.976 -1.652
H 2.221 -4.946 -2.590
H 2.703 -4.812 -0.904
H 1.679 -6.161 -1.453
H 0.671 -3.345 -1.901
H 0.911 -3.038 0.463
H 0.699 -4.769 0.819
C 7.150 -3.604 0.799
C 6.484 -4.860 0.273
C 7.400 -5.751 -0.518
O 6.494 -6.417 -1.399
C 5.431 -5.578 -1.576
O 4.581 -5.727 -2.396
O 5.471 -4.548 -0.687
H 6.600 -3.224 1.663
H 8.175 -3.797 1.120
H 7.150 -2.809 0.051
H 6.012 -5.409 1.094
H 7.923 -6.469 0.114
H 8.133 -5.203 -1.117
C 6.061 -6.931 -6.382
C 7.207 -7.029 -5.396
C 7.227 -5.930 -4.374
O 8.615 -5.839 -4.048
C 9.306 -6.266 -5.141
O 10.481 -6.143 -5.288
O 8.472 -6.854 -6.046
H 5.853 -7.913 -6.812
H 5.146 -6.582 -5.900
H 6.306 -6.268 -7.214
H 7.208 -8.013 -4.916
H 6.638 -6.176 -3.493
H 6.896 -4.964 -4.767
C 0.617 3.551 0.759
C -0.256 4.285 1.756
C -1.416 5.004 1.136
O -1.644 6.071 2.063
C -0.456 6.329 2.665
O -0.238 7.284 3.353
O 0.456 5.360 2.388
H 1.164 2.749 1.259
H 0.023 3.097 -0.037
H 1.365 4.215 0.319
H -0.591 3.597 2.538
H -2.297 4.366 1.050
H -1.189 5.434 0.156
C -1.359 6.322 6.235
C -2.595 7.158 6.498
C -2.825 7.467 7.952
O -4.240 7.629 8.009
C -4.766 6.876 7.001
O -5.923 6.629 6.878
O -3.790 6.448 6.154
H -1.022 6.471 5.208
H -0.536 6.601 6.896
H -1.566 5.255 6.348
H -2.563 8.074 5.901
H -2.318 8.380 8.266
H -2.537 6.650 8.621
*
```